# 1
{"formula": "C12H25BeN6O5PS", "method": "the ωB97M-V functional and the def2-TZVPD basis", "e_tot_ev": -52541.05656, "e_homo_ha": -0.5396, "orbital_gap_ha": 0.30558, "total_charge": 2, "symbols": ["H", "Be", "H", "P", "N", "C", "O", "H", "H", "H", "N", "C", "N", "H", "C", "O", "H", "H", "C", "H", "N", "N", "S", "C", "C", "H", "H", "H", "H", "H", "H", "C", "H", "H", "N", "H", "C", "H", "O", "O", "H", "H", "C", "H", "H", "H", "C", "C", "O", "C", "H"], "positions_angstrom": [[-5.227, 0.294, -1.508], [-0.635, -0.042, -1.425], [0.341, 1.791, 1.631], [-0.364, -1.015, 0.541], [-2.009, 0.966, -1.282], [0.747, -3.423, 0.112], [-1.718, -0.709, 1.294], [1.890, -4.835, 1.216], [0.907, 1.266, 3.227], [1.334, -3.466, 2.191], [-1.709, -1.317, -2.201], [-3.198, 0.365, -1.508], [-1.960, 2.182, -0.637], [2.617, -0.198, 2.191], [1.802, 0.188, 1.589], [-2.966, 2.778, -0.340], [4.594, 4.149, -1.684], [2.172, 0.349, 0.576], [1.057, -4.152, 1.392], [-3.809, -1.481, -2.247], [1.805, 2.332, -1.623], [-3.037, -0.870, -2.030], [0.975, -0.014, -2.681], [-2.161, -0.259, 3.640], [-2.070, -1.329, 2.588], [-1.324, -2.085, 2.829], [2.252, 4.173, -0.786], [-2.876, 0.513, 3.355], [-1.526, -1.449, -3.195], [0.861, 2.379, -1.244], [-3.022, -1.826, 2.422], [3.423, 1.178, -2.857], [-4.499, 1.754, -0.886], [-1.191, 0.204, 3.816], [-4.403, 0.830, -1.285], [5.304, 2.164, -3.036], [1.208, 1.434, 2.194], [-1.579, -2.197, -1.698], [0.836, -0.912, 1.545], [-0.458, -2.591, 0.265], [0.198, -4.744, 1.712], [1.963, 2.223, 2.191], [4.303, 2.214, -2.626], [-2.499, -0.706, 4.576], [1.573, -2.792, -0.219], [3.707, 0.314, -3.439], [3.918, 3.328, -1.872], [2.651, 3.359, -1.376], [-0.832, 2.564, -0.378], [2.129, 1.240, -2.345], [0.507, -4.119, -0.687]], "lowdin_charge": [0.1535, -0.1090, 0.0574, 0.7290, 0.0836, -0.2327, -0.2651, 0.0954, 0.0846, 0.0774, 0.0567, -0.3282, -0.3622, 0.1318, -0.2105, 0.1340, 0.1303, 0.1009, -0.0572, 0.1824, 0.0837, 0.0769, 0.8141, -0.0516, -0.2126, 0.1151, 0.1489, 0.0878, 0.1405, 0.0964, 0.1255, -0.0554, 0.1213, 0.0686, 0.2657, 0.1350, -0.0568, 0.1267, -0.2340, -0.2753, 0.0919, 0.0936, 0.0084, 0.0973, 0.1134, 0.1228, -0.0107, -0.0198, 0.0463, -0.6388, 0.1230]}

=====

# 2
{"formula": "C12H25Br2N2O4S", "method": "the ωB97M-V functional and the def2-TZVPD basis", "e_tot_ev": -174930.80643, "e_homo_ha": -0.4042, "orbital_gap_ha": 0.30344, "total_charge": 1, "symbols": ["H", "C", "S", "Br", "H", "H", "N", "H", "H", "H", "C", "H", "O", "C", "H", "H", "H", "H", "C", "H", "C", "H", "C", "H", "H", "H", "O", "C", "H", "H", "C", "O", "Br", "C", "H", "H", "H", "C", "H", "H", "O", "C", "N", "C", "H", "H"], "positions_angstrom": [[1.444, -0.005, 2.378], [-1.994, -4.854, -3.468], [1.080, 2.987, -0.793], [-1.331, 3.897, 3.001], [-1.028, -2.170, -3.059], [-1.419, -4.097, -4.002], [1.694, 1.960, 0.572], [-2.712, -3.948, -0.955], [-3.396, 1.438, 2.802], [1.680, 0.994, 0.222], [-0.540, 1.591, 1.640], [-2.501, -2.011, -2.066], [-0.902, -2.960, -1.126], [0.984, 4.597, -0.084], [4.561, 2.287, 2.441], [-3.016, -4.492, -3.347], [-1.804, -6.135, -1.780], [0.698, 4.604, 0.964], [-1.407, -2.013, -2.048], [-2.020, -5.740, -4.101], [-1.359, -5.197, -2.123], [-1.337, -4.604, -0.065], [-1.596, 2.277, 2.048], [-3.625, 2.806, 1.723], [3.767, 1.650, 0.262], [-3.173, 1.243, 1.034], [2.151, 2.936, -1.727], [3.477, 2.315, 2.329], [-1.053, -1.048, -1.688], [1.029, 0.996, 3.761], [-3.032, 1.906, 1.885], [-0.201, 2.499, -1.150], [-0.764, -0.039, 0.708], [3.154, 2.334, 0.844], [0.261, 5.107, -0.721], [3.340, 3.339, 0.470], [3.139, 3.248, 2.800], [-1.639, -4.170, -1.021], [0.934, 3.015, 2.231], [1.965, 5.052, -0.216], [2.950, 1.208, 3.010], [1.567, 0.993, 2.810], [0.071, -5.439, -2.322], [0.893, 1.993, 1.867], [0.531, -4.546, -2.472], [0.482, -5.806, -1.469]], "lowdin_charge": [0.1116, -0.0668, 0.6774, 0.8683, 0.0816, 0.0654, -0.0937, 0.1220, 0.1035, 0.1401, -0.6740, 0.0982, -0.2234, -0.0816, 0.1496, 0.0792, 0.1378, 0.0394, -0.1328, 0.0793, -0.4332, 0.1222, -0.7136, 0.0789, 0.1479, 0.0593, -0.2311, -0.1697, 0.0057, 0.1547, -0.1262, -0.2489, 1.0012, -0.0717, 0.1012, 0.1195, 0.1372, -0.2018, 0.0737, 0.0854, -0.0758, -0.1382, 0.0412, -0.3397, 0.0678, 0.0728]}

=====

# 3
{"formula": "C12H25F6GeInN5O6S2", "method": "the ωB97M-V functional and the def2-TZVPD basis", "e_tot_ev": -132245.87587, "e_homo_ha": -0.4534, "orbital_gap_ha": 0.35389, "total_charge": 1, "symbols": ["H", "H", "H", "O", "F", "H", "H", "C", "O", "H", "H", "N", "N", "H", "C", "C", "Ge", "C", "H", "C", "S", "S", "H", "O", "H", "N", "H", "H", "F", "H", "H", "H", "N", "H", "O", "H", "F", "In", "H", "C", "O", "H", "F", "C", "O", "H", "F", "F", "C", "C", "H", "C", "H", "H", "C", "N", "H", "C"], "positions_angstrom": [[2.408, 0.474, 4.946], [-0.708, 0.199, -2.414], [-2.433, -1.171, -2.952], [-1.475, 1.535, -0.233], [5.142, 0.690, -1.728], [2.426, 3.408, 0.871], [-5.209, -3.491, -0.712], [2.366, 1.496, 4.568], [3.363, 2.250, -3.559], [0.005, 0.749, 2.447], [4.401, -0.121, 2.587], [2.371, 1.285, -1.455], [-3.993, -4.021, 1.591], [-2.819, -3.239, -1.420], [-3.570, -2.515, -1.751], [-2.208, 0.508, -0.086], [2.447, 1.520, 2.621], [-2.911, -1.143, -1.972], [-3.697, -4.516, 2.414], [2.229, 3.340, 1.943], [2.626, 2.608, -2.395], [2.673, -0.200, -2.058], [-5.531, -1.846, -1.177], [-3.177, 0.400, 0.671], [-3.046, -2.470, 3.386], [-0.531, -0.414, -1.619], [-4.153, -0.988, 0.558], [2.930, 4.011, 2.440], [4.921, -1.461, -1.768], [-3.196, -1.018, 2.441], [-1.622, -1.557, -0.266], [-4.583, -4.518, 0.949], [-3.321, -2.017, 2.534], [1.445, 1.958, 4.923], [2.978, 3.694, -1.551], [3.970, 0.342, 0.940], [4.793, -0.336, -3.605], [0.608, 0.843, -0.135], [-3.677, -0.366, -2.037], [-4.753, -2.504, -0.789], [2.054, -0.467, -3.317], [-3.946, -2.880, -2.709], [0.153, 3.095, -1.800], [4.531, -0.322, -2.321], [2.337, -1.052, -0.936], [4.904, 1.449, 1.950], [0.848, 4.102, -3.601], [0.386, 1.987, -3.645], [0.917, 0.473, 1.915], [-1.818, -0.729, -0.953], [1.090, -0.598, 2.035], [0.901, 2.983, -2.921], [1.221, 3.712, 2.139], [-0.059, -1.236, -1.989], [4.098, 0.715, 1.956], [-4.397, -1.992, 0.525], [3.207, 2.047, 4.989], [-3.916, -2.684, 1.539]], "lowdin_charge": [0.0216, 0.1055, 0.1217, -0.0530, 0.1645, -0.0079, 0.1162, -0.2169, -0.2208, -0.0003, 0.0284, -0.3431, 0.2141, 0.1199, -0.1607, -0.5909, 0.7366, -0.1127, 0.1278, -0.2075, 0.6274, 0.6253, 0.1356, 0.0265, 0.1284, 0.0403, 0.1047, 0.0328, 0.1676, 0.1137, 0.1501, 0.1150, 0.2162, 0.0225, -0.2226, -0.0086, 0.1873, 0.9749, 0.1348, -0.1507, -0.2452, 0.1226, 0.0998, -0.6777, -0.3199, 0.0329, 0.2007, 0.1451, -0.3506, -0.2437, 0.0016, -0.6638, 0.0314, 0.1106, -0.1946, 0.0960, 0.0257, -0.4342]}

=====

# 4
{"formula": "C12H25GdN2O2P2S", "method": "the ωB97M-V functional and the def2-TZVPD basis", "spin_multiplicity": 8, "e_tot_ev": -70162.15388, "s2": 16.0366, "e_homo_ha": [-0.2205, -0.2224], "orbital_gap_ha": [0.20779, 0.21331], "total_charge": 0, "symbols": ["C", "N", "O", "H", "H", "H", "H", "C", "H", "C", "C", "C", "P", "H", "H", "H", "H", "N", "O", "H", "H", "H", "H", "H", "H", "S", "H", "H", "C", "H", "Gd", "C", "C", "C", "C", "C", "H", "H", "H", "H", "H", "C", "P", "H", "H"], "positions_angstrom": [[0.064, 1.986, -3.632], [0.000, 0.000, 2.900], [-0.557, -3.693, -2.059], [4.364, 1.182, 0.654], [-1.491, 0.536, -4.085], [-1.737, -3.211, 0.328], [2.484, 1.429, 3.464], [2.293, 2.150, 2.652], [0.258, -3.568, -2.577], [3.548, 0.439, 0.681], [0.829, 1.942, -1.338], [1.630, 2.496, -0.182], [1.926, 1.190, 1.129], [3.784, -0.343, 1.423], [0.100, 2.404, -4.643], [0.712, -2.731, 0.395], [0.856, -1.304, 0.215], [-0.022, 0.912, -1.059], [0.611, -3.730, 0.406], [0.324, -3.904, 1.321], [-0.783, 1.295, 1.622], [2.551, 2.995, -0.531], [1.599, 3.303, -2.829], [1.007, 3.254, 0.332], [-2.849, -2.590, 1.587], [0.000, 0.000, 5.835], [3.441, -0.046, -0.303], [3.165, 2.816, 2.533], [0.902, 2.485, -2.627], [-3.732, 0.213, 1.544], [0.000, 0.000, 0.900], [-0.844, 0.411, -2.029], [0.000, 0.000, 4.215], [-0.823, 0.949, -3.324], [-1.723, -0.758, -1.663], [-2.582, -2.534, 0.518], [-3.290, 1.238, 0.150], [-0.200, -3.859, -1.144], [-1.192, -1.717, -1.880], [-4.389, -0.180, -0.089], [-2.653, -0.757, -2.258], [-3.514, 0.205, 0.463], [-2.013, -0.824, 0.176], [1.395, 2.731, 2.916], [-3.449, -2.815, -0.104]], "lowdin_charge": [-0.0376, -0.2625, -0.1093, 0.0452, 0.1203, 0.0125, 0.0445, -0.2516, 0.0516, -0.2521, -0.2951, -0.2576, 0.7068, 0.0514, 0.1152, -0.0844, -0.1048, -0.0783, -0.1643, 0.0532, -0.0808, 0.1001, 0.1181, 0.0999, 0.0562, 0.5758, 0.0406, 0.0488, -0.0161, 0.0507, 0.4771, -0.2840, -0.8276, -0.0116, -0.2534, -0.2319, 0.0403, -0.0020, 0.0724, 0.0477, 0.1084, -0.2550, 0.7166, 0.0484, 0.0581]}

=====

# 5
{"formula": "C12H25InN5O6", "method": "the ωB97M-V functional and the def2-TZVPD basis", "e_tot_ev": -37743.20746, "e_homo_ha": [-0.3956, -0.3846], "orbital_gap_ha": [0.24795, 0.19425], "total_charge": 1, "symbols": ["C", "H", "H", "H", "O", "O", "N", "H", "C", "C", "H", "H", "H", "C", "H", "H", "H", "C", "C", "H", "H", "N", "H", "N", "H", "H", "C", "H", "O", "O", "O", "H", "H", "H", "C", "C", "N", "H", "H", "H", "H", "O", "N", "H", "C", "In", "C", "H", "C"], "positions_angstrom": [[-4.845, -0.732, -0.959], [0.753, 4.299, 3.021], [4.409, -0.098, 0.318], [4.374, 2.230, 0.362], [-0.239, -0.385, 2.622], [1.997, 1.106, -1.885], [-0.002, -1.893, -0.098], [1.954, 0.555, -2.743], [0.079, 1.856, 3.855], [0.944, 4.194, 1.949], [2.881, 1.223, -1.417], [-4.018, -0.856, 1.022], [3.405, 0.493, 1.863], [-4.057, -0.135, 0.206], [-4.521, 0.762, 0.613], [0.296, 4.899, 1.395], [0.177, 2.886, 4.217], [-2.727, 0.199, -0.200], [0.676, 2.799, 1.541], [-4.899, -0.028, -1.792], [0.831, 1.228, 4.356], [0.478, -0.954, -2.492], [0.685, -2.579, -4.484], [0.175, 0.538, 1.801], [1.988, 4.527, 1.765], [-5.865, -1.020, -0.692], [-0.685, -4.142, -0.927], [2.906, 2.615, -0.232], [-0.456, -2.378, 1.091], [3.517, 1.888, 0.064], [0.991, -0.447, -3.568], [-0.963, -3.145, -4.109], [0.443, -4.077, -3.558], [2.727, -0.850, 0.764], [-0.170, -2.753, -1.117], [0.087, -2.246, -2.439], [-1.706, 0.573, -0.614], [-0.934, -4.368, 0.115], [-4.326, -1.630, -1.307], [-0.410, -1.539, 1.750], [-1.595, -4.231, -1.545], [1.360, 3.436, -0.523], [0.875, 2.515, 0.225], [-0.912, 1.479, 4.136], [0.277, 1.749, 2.390], [0.498, 0.317, -0.602], [3.444, 0.065, 0.856], [0.042, -4.893, -1.285], [0.062, -3.055, -3.707]], "lowdin_charge": [-0.0662, 0.0743, 0.0492, 0.1125, -0.0562, -0.1136, -0.0808, 0.0646, 0.0041, -0.0008, 0.0730, 0.1365, 0.0252, -0.1859, 0.1379, 0.1138, 0.0823, -0.0940, -0.2264, 0.0907, 0.1130, -0.1588, 0.0856, -0.0619, 0.1119, 0.0920, 0.0051, 0.0553, -0.0835, -0.1413, -0.1439, 0.0983, 0.0863, 0.0310, -0.2399, -0.2489, 0.1918, 0.0840, 0.0849, 0.0399, 0.1049, -0.0474, -0.1254, 0.1038, -0.2365, 0.9688, -0.0006, 0.1062, -0.0150]}